Computed, not measured: the molecule C6H15N2O2PS in a non-equilibrium geometry, with the ωB97M-V functional and the def2-TZVPD basis.

Cartesian coordinates (Å):
C1 -1.739 1.650 0.184
C2 -2.357 0.703 1.222
C3 -0.250 1.375 -0.052
C4 -2.398 -1.599 0.829
C5 -0.362 -0.558 -1.605
C6 3.699 -0.544 -0.816
N1 -2.855 -0.468 0.560
N2 0.029 -0.019 -0.323
O1 1.374 -2.208 0.266
O2 2.813 1.710 0.296
P1 1.157 -0.803 0.608
S1 3.111 0.325 0.689
H1 -2.301 1.545 -0.744
H2 -1.830 2.682 0.523
H3 -1.619 0.464 2.007
H4 -3.219 1.192 1.686
H5 0.115 1.999 -0.877
H6 0.318 1.656 0.840
H7 0.659 -0.595 1.904
H8 -1.619 -1.798 1.578
H9 -2.781 -2.451 0.287
H10 0.004 0.059 -2.431
H11 0.052 -1.563 -1.686
H12 -1.449 -0.623 -1.667
H13 2.962 -0.463 -1.609
H14 3.850 -1.583 -0.545
H15 4.634 -0.086 -1.121

- Total charge: 0
- Total energy: -33663.6927 eV
- F_max: 1.60 eV/A
- Energy relative to the best compared isomer or geometry (same formula, charge and spin): 31.2 kcal/mol